[1]
The following is a DFT calculation (ωB97M-V with the def2-TZVPD basis set) of a molecular structure, C4H28F12Li2N2O22S4.

```
74
Properties=species:S:1:pos:R:3:forces:R:3:mulliken_charge:R:1
Li -4.21616 3.62996 3.96692 0.199 -0.242 -0.124 0.9730
Li -1.21020 -6.28576 -0.98505 0.023 0.357 0.012 0.9667
C -4.37643 -2.92541 0.09300 1.952 0.747 1.252 0.6377
F -4.48101 -4.25052 -0.02737 -0.179 0.117 -0.672 -0.2261
F -3.98954 -2.35621 -1.08142 -1.350 -0.710 1.172 -0.2098
F -5.51390 -2.45315 0.61595 0.451 -0.034 -1.170 -0.1987
S -3.00781 -2.58104 1.41330 -0.305 -2.186 0.465 0.9330
O -3.22000 -1.22721 1.84815 0.640 -0.038 -0.869 -0.5463
O -3.27761 -3.56035 2.46645 0.704 0.335 -1.708 -0.6315
N -1.55793 -3.02799 0.47622 -3.275 1.044 1.558 -0.4182
S -0.73734 -1.66779 0.45874 4.343 1.802 -0.541 0.9787
O -1.30305 -0.47663 -0.12544 -0.619 -0.677 0.096 -0.5928
O 0.05670 -1.48626 1.67156 -1.039 -0.282 -0.831 -0.6233
C 0.68823 -2.07248 -0.84581 -0.739 1.454 2.647 0.5636
F 0.19019 -2.34524 -2.03874 0.490 -0.096 -0.372 -0.2093
F 1.55838 -1.00937 -0.87720 -1.384 -1.403 -0.462 -0.2140
F 1.36069 -3.10512 -0.33561 0.278 -0.550 -0.702 -0.2254
C 2.99429 10.41162 -3.25241 -0.408 -3.313 -1.636 0.6953
F 2.79049 11.11927 -4.34657 0.187 0.953 -0.134 -0.2288
F 4.00471 10.80480 -2.55263 1.268 1.007 0.592 -0.2164
F 1.91178 10.44580 -2.52543 -0.869 0.005 0.679 -0.2220
S 3.45082 8.61128 -3.96351 2.010 0.702 -0.378 0.9033
O 4.27690 8.98963 -5.11577 -1.714 -0.494 0.944 -0.6393
O 4.23041 7.86706 -2.93675 -2.255 1.275 -1.711 -0.5715
N 1.88920 8.02790 -4.45702 4.484 4.348 -1.918 -0.3379
S 1.56135 6.98554 -3.46517 -3.747 -5.236 2.357 1.0082
O 2.01978 5.64749 -3.79610 -0.396 0.444 0.138 -0.6572
O 1.65479 7.36038 -2.08435 -0.333 0.133 0.715 -0.6191
C -0.41170 6.96980 -3.77672 3.098 1.657 1.533 0.6062
F -0.77534 6.71728 -5.00065 -0.503 -0.280 -0.992 -0.2271
F -0.98373 6.17176 -2.92248 -0.739 -2.216 0.681 -0.2323
F -0.86295 8.17307 -3.38041 -0.134 0.946 -0.774 -0.2608
O 1.74491 -8.05181 -2.53892 -0.426 0.187 0.204 -0.6323
H 1.77555 -7.54333 -3.34931 0.080 0.129 -0.244 0.3247
H 2.44183 -8.70071 -2.63626 0.194 -0.208 0.084 0.3138
O -1.12991 5.12948 2.70164 -0.495 -0.260 0.409 -0.6545
H -1.30401 6.05554 2.86992 0.108 0.306 -0.009 0.3283
H -0.47790 5.13135 2.00083 0.206 -0.087 -0.344 0.3350
O -4.31925 -9.05783 6.34164 -0.032 -0.161 0.131 -0.6286
H -5.03358 -8.75195 5.78271 -0.216 0.070 -0.096 0.3144
H -3.52610 -8.72734 5.91983 0.243 0.092 -0.028 0.3143
O -0.86415 -0.76045 -7.41186 -0.148 -0.232 -0.134 -0.6456
H 0.07699 -0.80831 -7.24394 0.249 0.028 0.005 0.3196
H -1.18843 -0.11912 -6.77959 -0.097 0.212 0.143 0.3259
O -3.26751 -6.99824 -4.04986 0.272 0.052 0.392 -0.6373
H -3.79584 -6.23711 -4.29025 -0.148 0.254 -0.079 0.3305
H -3.52270 -7.67515 -4.67667 -0.015 -0.238 -0.143 0.3145
O 0.45069 -1.35397 7.42638 -0.275 -0.067 -0.092 -0.6415
H 0.72758 -1.56722 8.31749 0.066 -0.118 0.230 0.3191
H 0.99838 -0.60978 7.17650 0.179 0.207 -0.163 0.3237
O -3.39519 -4.74456 8.75910 0.089 -0.089 0.177 -0.6328
H -3.02994 -4.43328 7.93090 0.159 0.057 -0.224 0.3181
H -4.28439 -4.39070 8.77731 -0.233 0.045 0.039 0.3151
O 1.19909 -5.27256 4.62818 0.149 -0.257 0.112 -0.6204
H 0.81514 -4.42053 4.83522 -0.069 0.314 0.065 0.3236
H 0.72821 -5.56470 3.84769 -0.089 -0.002 -0.166 0.2968
O 5.88296 -4.27322 -5.39319 0.136 -0.186 0.185 -0.6296
H 5.87323 -3.44251 -5.86865 0.065 0.281 -0.091 0.3290
H 5.07665 -4.71326 -5.66237 -0.172 -0.106 -0.069 0.3053
O -3.43375 1.92995 7.00479 -0.246 0.289 -0.408 -0.6464
H -2.85994 1.16386 7.01351 0.216 -0.292 -0.075 0.3334
H -3.41111 2.25699 7.90410 -0.007 0.120 0.239 0.3218
O -7.06150 3.24904 1.72457 0.415 0.040 0.357 -0.6484
H -7.96350 3.00194 1.92847 -0.243 -0.147 0.071 0.3242
H -7.14488 3.94588 1.07365 0.013 0.170 -0.277 0.3328
O 1.71627 3.14075 5.45428 -0.140 -0.055 0.291 -0.6363
H 1.15390 3.21000 4.68280 -0.136 0.008 -0.230 0.3125
H 2.59804 3.31455 5.12487 0.256 0.035 -0.067 0.3242
O 8.51393 -5.93318 -2.11589 -0.023 -0.078 0.250 -0.6444
H 9.23469 -6.24702 -2.66200 0.204 -0.063 -0.107 0.3171
H 7.86080 -5.61590 -2.73958 -0.205 0.166 -0.178 0.3227
O 5.85211 2.32958 -5.34075 0.082 -0.264 -0.224 -0.6476
H 5.04096 2.42332 -4.84128 -0.262 0.142 0.099 0.3286
H 6.53755 2.62971 -4.74383 0.159 0.141 0.118 0.3185
```
Forces are in eV/Å.

Lowest unoccupied orbital energy   -3.005 eV
Total energy   -4739.945410 Ha
Energy above the lowest of the compared OMol25 structures with the same formula, charge and spin   1124.4 kJ/mol
E_HOMO   -7.7 eV

[2]
The following is a DFT calculation (ωB97M-V with the def2-TZVPD basis set) of 9 unconnected molecules or ions with the total composition C4H28N2O8.

```
42
Properties=species:S:1:pos:R:3:forces:R:3:mulliken_charge:R:1
C 0.94554 0.01327 0.75109 -0.582 0.217 0.887 -0.6458
N -0.18715 -0.42774 -0.08903 0.803 1.447 0.286 0.3103
C -0.59242 -1.82672 -0.01057 0.705 0.667 -0.099 -0.3745
C -0.81053 -2.43030 -1.39343 -0.635 -0.581 0.443 -0.7988
C 0.37760 -2.96553 -2.17300 1.527 -0.358 0.882 -0.2856
N 1.45802 -3.54081 -1.31926 -0.174 0.319 0.339 -0.5830
H 1.69933 0.59410 0.22568 0.028 -0.284 -0.590 0.3059
H 0.59421 0.73866 1.49013 -0.047 -0.355 0.402 0.0317
H 1.41973 -0.82932 1.24884 0.101 0.030 0.193 0.3031
H 0.13395 -0.08556 -0.97794 -0.658 -0.954 -0.887 -0.0971
H -1.51103 -1.89983 0.57718 -0.132 -0.091 -0.118 0.3599
H 0.16025 -2.33176 0.60502 -0.094 -0.335 -0.156 0.1905
H -1.30147 -1.66788 -2.00002 -0.191 -0.078 -0.058 0.2611
H -1.51124 -3.25881 -1.24583 -0.109 0.072 -0.137 0.4120
H 0.85968 -2.15179 -2.71348 -0.305 -0.096 -0.429 0.0438
H 0.07029 -3.79380 -2.80592 -0.305 0.447 -0.575 0.3515
H 1.21151 -3.50492 -0.34034 0.071 -0.025 -0.014 0.2102
H 1.69307 -4.49825 -1.52484 -0.173 -0.086 -0.228 0.2494
O 1.55125 -1.85617 3.80023 0.764 0.586 -1.061 -0.5882
H 1.06391 -1.52468 4.54623 -0.392 -0.520 0.425 0.2980
H 1.62719 -2.80814 3.75931 -0.370 -0.092 0.595 0.2973
O 0.70949 0.55600 -2.94273 0.026 0.390 -0.011 -0.5897
H 1.28092 0.84024 -3.66398 0.075 -0.302 -0.050 0.2833
H 0.48776 1.41460 -2.54671 -0.074 -0.127 -0.054 0.2727
O -3.14468 0.59797 0.86618 0.023 0.043 0.734 -0.7061
H -2.33312 0.06623 0.90936 0.101 0.245 -0.356 0.2697
H -3.35965 0.72105 -0.05388 0.018 -0.340 -0.451 0.3281
O 2.47035 3.13272 -0.07700 -0.346 0.180 0.230 -0.6385
H 3.21633 2.79124 -0.56226 0.411 -0.186 -0.124 0.2869
H 1.78091 3.23049 -0.75311 0.061 0.039 0.046 0.3758
O -0.12639 3.07789 2.88745 -0.311 -0.071 0.159 -0.6286
H 0.70030 2.60108 3.00044 0.129 0.100 -0.170 0.3204
H 0.06835 3.83846 2.33343 0.205 -0.073 -0.022 0.2926
O -1.76119 -0.43880 3.35815 -0.696 0.508 0.075 -0.6194
H -2.68799 -0.41336 3.07289 0.155 -0.416 -0.123 0.2787
H -1.71663 0.44910 3.73990 0.513 -0.040 -0.021 0.3265
O -1.71068 2.24732 -1.33919 -0.553 0.128 0.945 -0.6694
H -1.49520 1.85457 -0.47529 0.795 -0.442 -0.220 0.3292
H -2.57725 2.57101 -1.06136 -0.182 0.430 -0.658 0.2982
O 0.67745 3.37461 -2.21659 -0.500 0.555 -0.322 -0.6725
H 0.84239 4.07290 -2.86226 0.251 -0.119 0.053 0.2762
H -0.27318 3.47066 -2.02348 0.068 -0.433 0.238 0.3346
```
Forces are in eV/Å.

Lowest unoccupied orbital energy   0.182 eV
Total energy   -880.586690 Ha
Energy above the lowest of the compared OMol25 structures with the same formula, charge and spin   208.6 kJ/mol
E_HOMO   -8.4 eV
SMILES   CNCCCN.O.O.O.O.O.O.O.O

[3]
The following is a DFT calculation (ωB97M-V with the def2-TZVPD basis set) of 11 unconnected molecules or ions with the total composition C4H28O12.

```
44
Properties=species:S:1:pos:R:3:forces:R:3:mulliken_charge:R:1
O -2.30291 2.24007 -1.49945 0.420 0.856 -0.537 -0.5935
C -2.25776 1.28474 -0.77964 -1.080 -1.403 1.016 -0.0031
C -1.33584 1.08161 0.40735 1.961 0.490 0.563 0.2599
C -2.02483 1.00057 1.80951 -2.158 0.133 -0.727 -0.0111
C -1.21472 0.16118 2.75969 0.025 0.361 1.881 -0.8651
O -1.34434 -1.21361 2.40936 1.264 -0.812 0.988 -0.5480
H -3.03624 0.48302 -0.96110 0.737 0.420 0.455 0.2651
H -0.57342 1.90092 0.55251 -0.845 -0.390 -0.815 0.2750
H -0.65700 0.20335 0.17515 -1.177 0.476 0.368 -0.2348
H -2.21455 2.10139 2.23644 0.211 -2.597 -0.946 0.3127
H -3.02795 0.37936 1.69736 1.680 1.820 0.325 0.1355
H -0.12911 0.42708 2.73928 -0.753 -0.019 0.165 0.3963
H -1.62833 0.23328 3.84409 0.844 0.416 -1.635 0.2613
H -0.47462 -1.62076 2.74251 -1.326 0.556 -0.852 0.3606
O 3.15385 -0.38501 0.98332 -1.601 0.844 -1.200 -0.7124
H 3.49117 -0.00883 0.12677 0.467 0.220 0.580 0.3726
H 3.83419 -0.66131 1.54838 1.815 -0.286 1.027 0.2731
O -1.02845 -2.56697 0.15640 0.128 1.115 1.035 -0.6741
H -1.48060 -3.38536 0.06512 -0.512 -1.274 -0.252 0.2290
H -1.36534 -2.18288 1.02312 0.223 0.100 -1.086 0.5087
O -1.47186 -1.04418 -2.25885 -7.791 1.482 -1.846 -0.5507
H -1.47267 -1.62895 -1.61212 1.364 -3.893 4.391 0.2812
H -0.81378 -0.66130 -2.66682 6.202 2.349 -2.490 0.3160
O 1.08257 -1.97278 1.90320 -1.175 -1.424 -0.267 -0.7810
H 0.51818 -2.34788 1.17144 0.818 0.417 0.815 0.3953
H 1.69377 -1.37921 1.48372 0.683 0.779 -0.324 0.3546
O 4.15369 0.52891 -1.39711 0.703 0.895 2.730 -0.7119
H 4.34085 -0.13010 -2.01187 0.197 -1.711 -1.747 0.3146
H 3.49319 1.11251 -1.72767 -0.954 0.932 -0.827 0.3808
O 1.03133 -0.25935 -2.57320 -2.261 2.043 -5.404 -0.6465
H 1.15374 -0.76617 -1.86893 1.523 -3.224 4.693 0.3737
H 1.55935 0.51560 -2.57113 0.643 1.190 0.467 0.4053
O -4.10610 -0.91559 3.30540 -3.450 -0.616 -1.632 -0.6710
H -4.43700 -1.41911 2.48774 1.188 1.071 2.004 0.3207
H -3.19022 -1.02502 3.39635 1.974 -0.759 -0.268 0.3435
O -0.12992 3.47300 -2.49777 -0.740 2.253 2.882 -0.7979
H -0.03072 4.29369 -1.85269 -0.294 -2.466 -2.135 0.3412
H -0.88682 2.96548 -2.03010 1.131 0.742 -0.927 0.4088
O 2.17279 2.15490 -2.61527 -0.297 1.500 -2.051 -0.7860
H 1.48079 2.87495 -2.76519 -0.102 -0.906 1.586 0.2930
H 2.34719 2.10604 -3.57613 0.728 -0.613 0.410 0.3696
O 2.50545 -1.97697 -0.96019 -0.985 -0.616 1.296 -0.7188
H 1.65053 -2.41220 -0.63962 2.051 0.783 -0.431 0.2395
H 2.97247 -1.55809 -0.15938 -1.482 -1.233 -1.278 0.5181
```
Forces are in eV/Å.

Lowest unoccupied orbital energy   0.246 eV
Total energy   -1071.999134 Ha
Energy above the lowest of the compared OMol25 structures with the same formula, charge and spin   189.2 kJ/mol
E_HOMO   -10.1 eV
SMILES   O=CCCCO.O.O.O.O.O.O.O.O.O.O

[4]
The following is a DFT calculation (ωB97M-V with the def2-TZVPD basis set) of 10 unconnected molecules or ions with the total composition C4H29N2O10S.

```
46
Properties=species:S:1:pos:R:3:forces:R:3:mulliken_charge:R:1
N -2.04736 0.97769 -0.91506 0.379 -0.028 -0.293 -0.0339
C -0.74682 0.44478 -1.41705 -0.036 -0.155 -0.169 0.1527
C 0.27091 0.37046 -0.27594 0.399 -0.023 0.584 -0.1326
C 1.63095 0.95204 -0.64368 0.099 -0.304 -0.134 -0.8310
S 1.61496 2.77302 -0.74741 0.047 0.000 -0.221 -0.2532
C -1.05874 -0.96486 -1.94498 -0.194 0.075 -0.113 -0.0571
N -0.12127 -1.57667 -2.68414 0.112 -0.072 0.107 -0.2216
O -2.13431 -1.47620 -1.67227 0.114 0.046 0.011 -0.6676
H -2.80352 0.65080 -1.51417 -0.080 -0.183 0.083 0.4056
H -2.03872 2.00770 -0.91361 -0.007 -0.206 0.296 0.3014
H -2.22443 0.61484 0.08832 -0.325 0.516 -0.138 0.2511
H -0.36784 1.08366 -2.23071 -0.254 -0.209 0.280 0.5416
H 0.39715 -0.65037 0.08067 0.081 -0.378 -0.309 0.0814
H -0.09267 0.85257 0.63253 -0.140 0.396 -0.179 0.3037
H 2.39688 0.60184 0.04955 -0.098 0.263 0.069 0.4650
H 1.94593 0.59324 -1.63179 -0.106 0.120 0.250 0.2082
H 2.05061 3.05703 0.48511 -0.045 -0.119 0.079 0.1826
H -0.32781 -2.51200 -2.99458 0.040 -0.030 0.028 0.2835
H 0.77328 -1.17111 -2.91137 -0.149 0.180 0.001 0.1970
H -2.79113 4.44217 -0.56130 -0.232 -0.290 0.050 0.2965
H -1.31851 4.29970 -0.35337 0.196 -0.390 0.073 0.3115
O -2.14002 3.79201 -0.25819 0.121 0.827 -0.223 -0.7570
H -0.88849 -2.64444 1.78048 -0.040 -0.291 -0.110 0.4261
H -1.16233 -3.32395 0.40811 0.025 -0.066 0.056 0.3056
O -0.61540 -3.38894 1.19961 -0.224 0.216 -0.050 -0.7353
H 4.39869 -2.53867 -0.57536 0.083 0.068 0.008 0.3283
H 3.74104 -3.86411 -0.93300 -0.082 0.128 0.004 0.3129
O 3.54642 -2.92644 -0.79687 0.078 -0.155 -0.156 -0.6912
H -1.29589 -1.54418 3.79286 -0.164 -0.030 -0.136 0.2637
H 0.01134 -1.14253 3.06236 -0.312 0.117 -0.065 0.4006
O -0.97139 -1.30905 2.91444 0.395 0.104 0.361 -0.8020
H 1.96610 1.39974 -3.85073 -0.186 -0.150 0.030 0.2902
H 1.14532 0.57663 -4.82675 -0.115 -0.076 -0.187 0.2561
O 1.24236 0.75495 -3.88764 0.410 0.309 0.026 -0.5632
H 2.46823 -2.86993 0.65885 -0.254 -0.182 0.362 0.3659
H 1.11002 -3.29188 1.39875 0.544 0.132 -0.288 0.4470
O 2.03948 -2.97844 1.53337 -0.237 -0.060 -0.104 -0.8092
H -2.01222 -0.14562 2.06788 -0.410 0.426 -0.029 0.4040
H -2.50736 1.36454 2.07597 0.068 -0.216 -0.064 0.4510
O -2.60395 0.50490 1.60902 0.430 -0.436 0.183 -0.7595
H 2.10751 -1.14336 3.94264 -0.169 0.254 -0.026 0.3122
H 1.87440 -1.72586 2.53506 -0.044 0.438 0.030 0.4709
O 1.63320 -0.94178 3.12464 0.323 -0.603 -0.072 -0.7256
H -2.22719 3.50647 1.67104 -0.016 0.092 -0.228 0.3799
H -2.75327 3.49068 3.11924 0.235 -0.157 -0.124 0.3343
O -2.14280 3.04492 2.51299 -0.259 0.105 0.445 -0.6906
```
Forces are in eV/Å.

Lowest unoccupied orbital energy   -2.499 eV
Charge   +1
Total energy   -1429.784943 Ha
Energy above the lowest of the compared OMol25 structures with the same formula, charge and spin   0.0 kJ/mol
E_HOMO   -12.3 eV

Which of these has the lowest energy above the lowest of the compared OMol25 structures with the same formula, charge and spin? C4H29N2O10S

Which formula does entry 3 have? C4H28O12